Entry from the OMol25 dataset: a molecular structure, C34H54CdF9O21 (ωB97M-V/def2-TZVPD).

Geometry (Å):
Cd 0.657359 3.350489 -0.828534
F 0.612200 -0.109145 1.809881
F -1.268829 -3.884263 2.713372
F 2.734259 -0.062281 1.458578
F -1.059816 -3.701291 4.870865
F 1.512263 -1.576862 0.490402
F 5.546437 -5.023167 1.110275
F 4.011016 -5.608319 -0.309737
F 3.739909 -3.820023 0.920220
F 0.451420 -2.888743 3.550932
O -5.302200 0.822494 1.172587
O 1.933881 1.756913 -0.404130
O -4.558129 -3.053505 -5.456482
O -3.468497 -3.241761 0.076359
O 1.643443 5.108249 -0.249247
O 1.614379 3.818175 -2.685634
O 4.871627 4.359728 1.960030
O 5.712727 3.582295 0.006065
O -5.515906 -1.481722 -4.232324
O -2.689451 -5.244559 0.727449
O -0.080327 0.814069 -0.660136
O -7.036952 -0.224755 2.129144
O 0.203240 3.437789 1.282889
O -6.569894 -2.270173 -6.074573
O -2.823147 -1.807160 3.311589
O 6.109137 -2.805896 -0.439671
O 4.880805 -3.835365 -1.982220
O -6.769568 2.001472 2.351381
O 5.991692 2.448777 1.882576
O -1.381962 -3.880527 -0.402361
O -1.026558 -0.759079 4.180213
C -3.894400 -3.170327 -4.176422
C -6.432937 0.766852 1.928910
C -2.410259 0.143421 -0.810289
C 0.922790 3.662646 -3.926114
C 1.770146 5.253167 1.159516
C 1.559342 -0.284165 0.872680
C 6.641503 1.621335 0.919970
C -0.934164 -0.306437 -0.750527
C 0.714908 -4.478330 0.449076
C 6.239725 2.325397 -0.413673
C -1.424598 -5.917357 0.702977
C -0.861279 -3.083423 3.708692
C 4.622778 -4.576556 0.257216
C 6.092710 0.216731 1.056431
C -4.746962 2.104383 1.251458
C 4.431604 -1.620573 -2.883896
C -5.671640 -2.283811 -5.314733
C -3.606301 -0.611547 3.250563
C -0.829777 2.750731 1.976707
C -4.000831 -0.052553 4.617478
C -0.536885 -5.037735 -0.211823
C 5.316434 -3.629393 -0.769730
C -4.637931 -2.147336 -3.315704
C 5.476931 3.548914 1.333328
C 2.325099 5.077563 -2.568336
C 0.441039 4.783517 1.756082
C -5.378835 3.859668 3.018041
C -5.843532 2.993108 1.877554
C 1.359670 0.574498 -0.403372
C 2.778349 5.300084 -1.123860
C -2.603805 -4.060392 0.130674
C -2.437804 -2.828963 -4.479772
C -1.580597 -1.711761 3.727227
C 5.252385 -2.899546 -2.999659
H -6.237500 4.458541 3.320130
H 3.203855 5.021233 -3.209407
H 0.414669 -3.850729 1.286477
H -4.479577 -0.961711 2.713074
H 5.206780 -3.348934 -3.984178
H 6.771108 -0.515086 0.615980
H -3.377578 -0.441844 5.422561
H 4.900979 -0.930915 -2.184036
H -0.873900 -0.948940 0.121468
H -0.273834 -5.522238 -1.150310
H -5.033382 3.234823 3.837793
H -4.015460 -4.201123 -3.847055
H -1.298476 2.033031 1.304634
H 1.287353 -5.307491 0.867362
H 2.485104 4.537502 1.587649
H 4.398862 -1.123410 -3.856462
H -2.441444 -1.904250 -5.051616
H -0.395799 5.436468 1.492121
H -2.711294 0.536325 0.164168
H 3.587788 4.663645 -0.755719
H -2.441684 0.957917 -1.542215
H 1.599469 3.792151 -4.770070
H 3.174605 6.314470 -1.034565
H 0.505675 2.657941 -3.979092
H -1.652438 -6.865204 0.216044
H 6.293890 -2.645124 -2.783045
H -4.594696 4.538230 2.682854
H -0.821414 -0.869348 -1.681728
H 5.146954 0.035341 0.541360
H -6.325184 3.576091 1.095624
H 1.652560 -0.059690 -1.259218
H -4.571290 2.497804 0.238518
H -0.981618 -6.105180 1.677674
H -3.148139 0.220678 2.717190
H -4.057321 1.033058 4.603588
H -3.723331 2.150067 1.636249
H -0.500557 2.162644 2.835519
H 1.245438 -3.866675 -0.272696
H 2.096573 6.209803 1.567496
H -3.095093 -0.662184 -1.055627
H 1.655128 5.886886 -2.864178
H 0.577402 4.756795 2.838067
H 0.082850 4.358384 -4.009451
H 5.914925 0.021548 2.112905
H 7.087204 2.470032 -1.079125
H -3.954654 -1.492201 -2.775511
H -5.284200 -2.573404 -2.545475
H 3.394772 -1.805267 -2.602083
H -2.008166 -3.633362 -5.076936
H 7.727437 1.631838 1.001110
H 5.519083 1.685022 -0.924623
H -1.600942 3.457972 2.296783
H -1.835415 -2.794288 -3.569034
H -4.983456 -0.411342 4.942625

Forces on atoms 1 to 3 (eV/Å):
-0.86 -2.68 -0.08
-0.02 0.14 -0.07
-0.26 0.10 0.32

Computed properties:
**Total energy**: -3974.2957 hartree
**Charge**: +1
**LUMO level**: -3.866 eV